Entry 1:
A structure of composition C13H18N2O3S6Sc. Source: the Open Molecules 2025 dataset; level of theory: ωB97M-V/def2-TZVPD.

Last column: Mulliken charge in e.
Element x y z (Å)
1 Sc -0.188 -0.227 -0.053  1.25
2 S 4.664 0.671 4.819  -0.16
3 C 3.422 0.159 3.919  0.10
4 S 3.695 -0.692 2.397  -0.02
5 C 2.073 -0.957 1.943  0.40
6 C 1.102 -0.461 2.853  0.20
7 S -0.527 -0.641 2.652  -0.12
8 S 1.748 0.416 4.243  -0.05
9 S 1.794 -1.795 0.478  -0.34
10 N -1.848 -1.768 -0.306  -0.48
11 C -2.450 -2.737 -0.087  0.59
12 N -3.115 -3.807 0.188  -0.03
13 C -3.507 -4.076 1.593  -0.82
14 C -2.774 -5.307 2.103  -0.49
15 C -2.984 -6.491 1.162  -0.67
16 C -2.542 -6.147 -0.259  -0.48
17 C -3.277 -4.916 -0.768  -0.79
18 H -4.589 -4.229 1.599  0.29
19 H -3.288 -3.186 2.179  0.48
20 H -3.135 -5.540 3.106  0.34
21 H -1.708 -5.079 2.188  0.28
22 H -4.042 -6.771 1.157  0.32
23 H -2.433 -7.359 1.523  0.32
24 H -2.731 -6.979 -0.938  0.34
25 H -1.466 -5.953 -0.276  0.28
26 H -4.349 -5.110 -0.855  0.29
27 H -2.917 -4.585 -1.741  0.46
28 O 0.204 0.202 -2.047  -0.59
29 S 0.968 -0.213 -3.312  0.33
30 C 0.082 0.604 -4.670  -0.65
31 C -0.907 -0.404 -5.245  -0.54
32 C -0.196 -1.753 -5.174  -0.70
33 C 0.332 -1.859 -3.746  -0.22
34 H 0.841 0.893 -5.398  0.40
35 H -0.348 1.507 -4.238  0.38
36 H -1.180 -0.133 -6.264  0.34
37 H -1.821 -0.422 -4.649  0.27
38 H 0.628 -1.785 -5.889  0.31
39 H -0.851 -2.594 -5.398  0.35
40 H 1.116 -2.596 -3.588  0.44
41 H -0.483 -2.033 -3.039  -0.01
42 O -0.949 0.924 1.410  -0.26
43 O 0.316 1.360 0.949  -0.37

The value obtained for the molecular weight is 487.66 Da. The electronic energy comes out at -3991.0462 Eh. The max |F| is 0.0125 Eh/bohr. Its net charge is +1. The value obtained for the highest occupied orbital energy is -10.52 eV.

Entry 2:
The molecule C13H18N2O5. Source: the Open Molecules 2025 dataset; level of theory: ωB97M-V/def2-TZVPD.

Last column: Mulliken charge in e.
Element x y z (Å)
1 C 0.997 2.367 -1.286  0.18
2 C -0.390 2.159 -0.786  0.10
3 C 1.955 1.630 -0.310  -0.17
4 C 1.824 2.014 1.148  -1.07
5 C -2.034 0.396 -0.189  -0.02
6 C -2.167 0.667 1.212  0.61
7 C -2.161 -1.160 -0.425  -1.31
8 C -0.923 -1.877 -0.194  0.08
9 C -0.415 -2.112 1.068  -0.28
10 C -0.197 -2.355 -1.281  -0.24
11 C 0.723 -2.879 1.186  -0.68
12 C 1.025 -3.065 -1.154  -0.80
13 C 1.418 -3.368 0.136  0.86
14 H 1.896 4.094 -2.200  0.23
15 H 0.589 4.401 -1.108  0.29
16 H 0.966 1.724 -2.193  0.38
17 H 2.971 1.823 -0.669  0.44
18 H 2.521 -0.196 -0.118  0.35
19 H 0.787 1.928 1.505  0.16
20 H 2.383 2.959 1.398  0.32
21 H 2.397 1.317 1.928  0.32
22 H -0.119 0.168 -0.941  0.31
23 H -2.833 0.930 -0.676  0.33
24 H -3.002 -1.579 0.141  0.44
25 H -2.416 -1.411 -1.433  0.41
26 H -0.978 -1.770 1.952  0.48
27 H -0.588 -2.343 -2.318  0.25
28 H 1.155 -3.089 2.150  0.41
29 H 1.460 -3.346 -2.088  0.40
30 H 3.125 -4.172 -0.471  0.32
31 H -1.505 2.563 1.126  0.44
32 N 1.434 3.759 -1.367  -0.61
33 N -0.816 0.861 -0.787  0.20
34 O -1.137 3.138 -0.455  -0.82
35 O 1.690 0.267 -0.605  -0.53
36 O -2.649 -0.142 1.948  -0.59
37 O 2.592 -3.999 0.397  -0.60
38 O -1.880 1.880 1.756  -0.58

The value obtained for the molecular weight is 282.30 Da. The electronic energy comes out at -991.8694 Eh. The max |F| is 0.1036 Eh/bohr. Its net charge is 0. As for the SMILES: C[C@@H](O)[C@H](N)C(=O)N[C@@H](Cc1ccc(O)cc1)C(=O)O. The value obtained for the highest occupied orbital energy is -8.80 eV.

Entry 3:
A structure of composition C13H18N2O7STi. Source: the Open Molecules 2025 dataset; level of theory: ωB97M-V/def2-TZVPD.

Last column: Mulliken charge in e.
Element x y z (Å)
1 Ti 1.299 -0.830 -0.089  0.53
2 O -1.032 -3.609 2.174  -0.49
3 C -0.612 -2.791 1.234  0.52
4 O -0.040 -1.652 1.442  -0.67
5 C -0.633 -3.278 -0.122  0.30
6 C -1.061 -4.534 -0.477  -0.84
7 C -0.839 -4.857 -1.863  -0.23
8 C -0.058 -4.033 -2.683  -0.84
9 C 0.363 -2.794 -2.182  0.72
10 N 0.038 -2.346 -0.973  0.21
11 C 1.394 -1.862 -2.793  0.42
12 O 1.734 -2.082 -3.965  -0.67
13 O 1.841 -0.950 -1.932  -0.60
14 H -1.001 -3.192 3.091  0.39
15 H -1.612 -5.276 0.146  0.37
16 H -1.386 -5.714 -2.300  0.38
17 H 0.431 -4.426 -3.620  0.35
18 O 2.544 -2.317 0.344  -0.21
19 N 3.423 -1.576 0.968  0.19
20 O 2.907 -0.316 0.870  -0.42
21 C 0.423 1.925 2.720  -0.79
22 C 0.645 3.317 2.058  -0.64
23 C 1.491 3.363 0.817  -0.59
24 S 0.973 2.487 -0.669  0.22
25 O 0.541 0.977 -0.175  -0.09
26 C -0.585 3.417 -0.990  -0.59
27 C -1.713 2.884 -0.195  0.10
28 C -2.518 1.748 -0.824  -1.16
29 H -0.206 1.937 3.606  0.36
30 H 1.401 1.520 3.008  0.34
31 H -0.101 1.183 2.073  0.01
32 H 1.180 3.923 2.820  0.38
33 H -0.293 3.897 2.014  0.27
34 H 2.509 2.989 1.029  0.37
35 H 1.499 4.337 0.342  0.57
36 H -0.798 3.384 -2.066  0.41
37 H -0.439 4.555 -0.775  0.37
38 H -2.285 3.830 0.077  0.38
39 H -1.337 2.525 0.794  -0.22
40 H -3.264 2.027 -1.536  0.41
41 H -3.018 1.157 -0.036  0.34
42 H -1.804 1.055 -1.361  0.11

The value obtained for the molecular weight is 394.23 Da. The electronic energy comes out at -2389.9886 Eh. The max |F| is 0.0796 Eh/bohr. Its net charge is 0. The value obtained for the highest occupied orbital energy (spin up / spin down) is -5.45 / -8.97 eV. The multiplicity is 3.

Entry 4:
The molecule C13H18N4O3S. Source: the Open Molecules 2025 dataset; level of theory: ωB97M-V/def2-TZVPD.

Last column: Mulliken charge in e.
Element x y z (Å)
1 O -2.281 0.505 1.075  -0.64
2 O 0.205 -2.995 0.952  -0.73
3 O 3.524 -0.116 2.938  -0.68
4 N 1.528 3.328 -0.039  -0.64
5 S -3.119 -2.871 -2.150  -0.26
6 C -2.396 0.493 -0.181  0.73
7 C -0.213 -1.860 0.665  0.10
8 C 2.334 -0.121 2.588  -0.17
9 C 0.668 3.276 -1.033  -0.32
10 C 2.202 2.240 0.410  -0.30
11 C 0.613 2.206 -1.938  -0.74
12 C 1.326 1.055 -1.556  -0.20
13 C 2.030 1.042 -0.318  0.44
14 N 1.530 0.736 3.253  -0.25
15 N -1.754 -0.600 -0.744  -0.12
16 N 0.506 -0.809 1.082  -0.04
17 C -3.148 1.447 -1.143  -1.36
18 C -1.721 -3.039 -0.917  -0.92
19 C 2.781 -0.189 0.157  -1.57
20 C -1.645 -1.836 -0.020  0.53
21 C 1.986 -0.857 1.301  0.50
22 H -3.658 -4.050 -1.938  0.16
23 H 0.202 4.261 -1.099  0.40
24 H 2.887 2.336 1.220  0.53
25 H 0.129 2.284 -2.821  0.66
26 H 1.242 0.170 -2.084  0.45
27 H 0.564 0.577 3.221  0.22
28 H 1.955 1.008 4.119  0.26
29 H -2.013 -0.850 -1.681  0.25
30 H 0.162 0.160 0.783  0.16
31 H -3.747 2.208 -0.653  0.37
32 H -3.935 0.936 -1.663  0.40
33 H -2.542 1.838 -1.965  0.27
34 H -1.906 -3.897 -0.256  0.52
35 H -0.787 -3.354 -1.483  0.35
36 H 2.909 -0.913 -0.686  0.36
37 H 3.724 0.064 0.543  0.63
38 H -2.535 -1.889 0.670  0.19
39 H 2.390 -1.923 1.391  0.47

The value obtained for the molecular weight is 310.38 Da. The electronic energy comes out at -1349.0991 Eh. The max |F| is 0.0799 Eh/bohr. Its net charge is 0. As for the SMILES: CC(=O)N[C@@H](CS)C(=O)N[C@@H](Cc1cccnc1)C(N)=O. The value obtained for the highest occupied orbital energy is -9.45 eV.

Entry 5:
The ion C13H18NSe with charge +1. Source: the Open Molecules 2025 dataset; level of theory: ωB97M-V/def2-TZVPD.

Last column: Mulliken charge in e.
Element x y z (Å)
1 C 3.836 -0.570 0.118  -0.50
2 C 3.045 -1.499 0.665  -0.91
3 C 3.342 0.672 -0.404  -0.70
4 C 1.657 -1.267 0.743  -0.64
5 C 1.998 0.959 -0.254  0.96
6 C 1.138 0.005 0.383  0.49
7 C 1.450 2.177 -0.922  -1.10
8 C -1.022 -0.430 -1.065  -0.43
9 C -1.211 -0.823 1.317  -0.82
10 C -2.567 -0.607 -1.240  -0.76
11 C -2.707 -0.838 1.240  -0.98
12 C 0.638 2.983 0.112  -0.93
13 C -0.445 0.092 0.317  0.69
14 N -3.173 -1.461 -0.107  -0.22
15 Se -1.129 2.042 0.287  0.16
16 H 4.926 -0.660 0.072  0.35
17 H 3.384 -2.396 1.113  0.47
18 H 3.929 1.407 -0.960  0.40
19 H 1.017 -2.109 1.182  0.07
20 H 2.218 2.887 -1.184  0.44
21 H 0.949 1.879 -1.858  0.28
22 H -0.565 -1.425 -1.372  0.42
23 H -0.722 0.245 -1.884  0.21
24 H -1.054 -0.609 2.335  0.39
25 H -0.916 -1.813 1.053  0.38
26 H -3.059 0.301 -1.183  0.44
27 H -2.733 -1.162 -2.218  0.37
28 H -3.192 -1.326 2.086  0.51
29 H -3.079 0.181 0.997  0.35
30 H 1.052 3.031 1.039  0.49
31 H 0.296 4.009 -0.275  0.41
32 H -4.193 -1.368 -0.151  0.35
33 H -3.110 -2.507 0.016  0.39

The value obtained for the molecular weight is 267.25 Da. The electronic energy comes out at -2962.0535 Eh. The max |F| is 0.1036 Eh/bohr. Its net charge is +1. As for the SMILES: c1ccc2c(c1)CC[Se]C21CC[NH2+]CC1. The value obtained for the highest occupied orbital energy is -11.48 eV.

Entry 6:
A structure of composition C13H19Br2ClN5OsS. Source: the Open Molecules 2025 dataset; level of theory: ωB97M-V/def2-TZVPD.

Last column: Mulliken charge in e.
Element x y z (Å)
1 Os -1.101 3.539 13.070  0.63
2 C -2.134 0.464 16.640  -1.02
3 N -1.977 1.879 16.887  0.16
4 C -2.339 2.299 18.259  -1.21
5 C -1.553 2.750 15.972  0.77
6 N -1.040 2.365 14.826  -0.64
7 N -1.572 4.102 16.263  -0.15
8 C -0.928 5.183 15.616  0.45
9 N -0.699 6.268 16.454  -0.44
10 N -0.813 5.215 14.359  -0.48
11 H -3.157 0.258 16.866  0.29
12 H -1.522 -0.069 17.415  0.34
13 H -1.965 0.150 15.633  0.40
14 H -3.354 2.866 18.181  0.41
15 H -1.596 2.986 18.731  0.43
16 H -2.375 1.523 18.976  0.32
17 H -0.961 1.349 14.759  0.23
18 H -1.938 4.399 17.137  0.21
19 H -0.497 6.214 17.444  0.22
20 H -0.760 7.179 16.057  0.22
21 H -0.233 5.981 14.055  0.24
22 Br -4.007 3.996 13.200  -0.08
23 C -4.876 2.328 13.719  0.32
24 Br -3.902 0.727 13.311  -0.05
25 H -5.778 2.336 13.130  0.40
26 H -5.087 2.295 14.844  -0.38
27 Cl -5.628 1.877 17.232  -0.18
28 C -7.119 1.126 17.889  0.45
29 C -7.090 0.177 18.902  -0.57
30 C -8.335 -0.375 19.296  -0.31
31 C -9.548 0.009 18.764  -0.73
32 C -9.543 0.776 17.642  -0.56
33 C -8.325 1.411 17.156  0.93
34 C -8.367 2.156 16.015  -1.09
35 H -6.163 0.029 19.394  0.44
36 H -8.255 -1.117 20.115  0.32
37 H -10.449 -0.335 19.223  0.42
38 H -10.432 1.089 17.117  0.32
39 H -7.581 2.754 15.588  0.32
40 H -9.400 2.279 15.590  0.21
41 S -0.646 2.473 9.820  -0.14
42 C -0.888 3.026 11.195  0.58

The value obtained for the molecular weight is 662.89 Da. The electronic energy comes out at -6876.9165 Eh. The max |F| is 0.0733 Eh/bohr. Its net charge is +2. The value obtained for the highest occupied orbital energy (spin up / spin down) is -11.54 / -13.65 eV. The multiplicity is 6.